1.
94
Properties=species:S:1:pos:R:3:forces:R:3 method="wB97M-V/def2-TZVPD" charge=-1 homo_energy_ev=-5.3 spin_multiplicity=1 e_lumo_ev=1.471 homo_lumo_gap_ev=6.813 e_tot_ha=-45723.72990
Br -2.49466 4.47639 4.60947 -0.1 0.0 0.0
C -4.43762 3.70211 -3.75885 0.3 0.1 -0.1
O -0.57415 -1.30620 -0.32941 0.5 0.2 0.7
C 3.24819 2.13547 0.72246 -0.5 -0.5 0.5
P -0.69877 -0.93856 1.27479 -0.4 -0.2 0.0
C 2.28677 1.94710 -0.43540 -0.4 0.6 3.7
H 1.97835 -8.81690 -1.19800 0.1 -0.1 0.0
H 2.54775 6.31504 -6.90269 0.0 0.0 0.1
H -4.48501 3.07749 -4.64825 -0.1 0.0 0.0
H 2.48892 4.71222 -7.65625 0.0 0.0 0.0
Br 5.98873 -4.59715 -3.02215 0.2 -0.1 0.0
H 1.03390 3.32178 1.22072 0.1 -0.1 0.0
H -4.41387 3.06747 -2.87706 0.0 0.1 0.1
Br 6.75529 -6.04096 0.28603 0.0 0.0 0.0
H 3.31940 -1.94591 2.16871 0.0 0.0 0.0
H 8.63466 -6.66992 -1.18285 0.0 0.0 0.0
Br 3.57398 -1.09251 4.49483 0.0 0.1 -0.1
C 2.54306 -7.89796 -1.31213 -0.1 0.2 -0.1
Br 0.22431 6.44573 -5.10467 0.0 0.0 -0.1
Br -6.02030 1.05297 4.11617 -0.1 0.0 0.0
H -5.21631 5.29469 5.33735 0.1 -0.1 0.0
C 3.80633 -2.37036 3.04268 0.0 0.0 0.2
H -1.17501 3.47449 1.66012 0.0 0.1 0.1
H -5.11102 7.01413 5.75826 0.0 0.0 0.0
H -6.11519 -0.56501 2.26105 0.0 -0.1 0.0
H 0.17220 4.40233 -6.52127 0.0 0.0 -0.1
H 2.86156 1.80656 1.68016 0.0 0.2 0.2
O 0.85860 -0.77827 1.82215 0.2 0.6 -1.2
H 2.10782 -7.12668 -0.68087 0.1 0.0 0.0
Br 0.86641 6.22606 -8.73960 0.1 0.0 0.1
O -1.25833 -2.11242 1.94582 -0.6 -1.0 0.7
H -5.39426 5.48106 -4.50540 0.0 0.0 0.0
H 8.39124 -5.14623 -3.05867 0.0 -0.1 0.0
O 0.98099 1.97958 -0.31920 -1.3 -0.1 1.6
H 4.16266 -8.17085 0.06053 0.0 0.0 0.0
C 7.70660 -5.03980 -2.22044 -0.1 0.0 -0.3
H -1.19742 1.27327 4.43952 -0.2 -0.1 -0.4
Br -5.80204 5.59939 -2.05592 0.1 0.0 -0.1
H 0.87329 1.66906 1.76500 -0.1 -0.3 -0.2
H -1.32530 2.89819 0.01658 0.2 0.1 -0.1
H -2.65216 6.94160 4.92336 -0.1 0.1 0.0
H 0.92207 -1.07430 2.72997 -0.2 -0.3 0.4
C -4.70328 1.74140 0.48758 -2.1 0.9 -0.9
Br -5.12158 6.73832 3.31019 0.0 0.0 0.1
H 3.26585 -3.25984 3.35796 0.0 0.0 0.0
H 0.23374 -0.94255 -0.69421 0.4 0.3 -0.4
H -6.51298 4.22034 -3.95527 0.0 -0.1 -0.1
H -6.30768 2.46746 -0.72965 -0.2 0.1 0.1
H 5.36133 -3.55899 2.16750 -0.1 0.0 0.0
C 0.54198 2.36675 0.99963 -0.9 1.5 0.3
H 5.81443 -2.85781 3.73143 -0.1 0.0 0.1
Br 2.26280 -7.28465 -3.13851 0.0 -0.1 -0.1
C 5.26145 -2.68893 2.81369 0.0 0.0 -0.3
H 8.00331 -4.18625 -1.62048 0.0 0.0 0.1
H 0.90760 -3.35382 -1.37884 0.0 0.1 0.1
C -5.55650 4.70349 -3.76692 -0.5 0.0 0.2
S -2.42990 1.04054 3.92831 0.1 0.0 0.1
C 1.89233 5.51845 -7.23665 -0.1 -0.1 -0.3
C -6.04641 -0.72745 3.33488 0.0 0.3 0.0
C -6.02506 1.54133 -0.22628 0.2 1.2 -0.1
C 4.00516 -8.05538 -1.00862 0.0 -0.2 0.1
Br 6.15881 -1.24453 1.86780 0.1 0.0 0.0
H 7.09345 -7.10730 -1.94146 0.0 0.0 -0.1
I -4.22974 -1.13115 -0.13859 0.1 0.1 0.1
Br -6.94365 -2.18844 5.63554 -0.1 0.0 0.0
Br 3.03732 -1.32158 -1.20379 0.1 0.0 0.0
C -0.96660 2.62728 1.01024 0.0 -0.8 0.1
C 3.00533 -3.12563 -1.92435 -0.1 0.2 0.1
C -7.22169 -1.52953 3.82207 0.1 -0.2 0.0
Ga -2.01417 1.01687 1.65749 0.0 0.4 -0.4
C 0.99901 4.99700 -6.14737 -0.1 0.2 0.2
Br 4.73877 -9.67532 -1.80837 0.1 0.1 -0.1
C -3.81698 0.81858 0.65839 2.4 -1.3 1.0
H -6.80482 1.30827 0.49669 -0.1 -0.1 0.0
H 4.10051 1.50491 0.50094 0.3 0.2 -0.2
H -2.98578 6.06186 6.42701 -0.1 0.1 0.0
Br -2.73458 4.63101 -3.87740 0.1 -0.1 0.1
O 2.73321 1.78413 -1.48118 2.5 -0.9 -5.9
H -5.96036 0.78351 -0.99904 0.0 -0.2 0.2
Br 2.16599 -4.50195 0.44000 0.0 0.0 0.0
H 3.53331 3.18135 0.75869 0.1 0.1 0.1
I -4.45482 3.73960 1.23439 0.0 -0.7 0.0
C 7.63584 -6.31804 -1.42963 0.1 0.0 0.3
C -3.20602 6.11824 5.36281 0.2 -0.3 0.0
H 4.60280 -7.22708 -1.37169 -0.1 0.1 0.0
H 3.96617 -3.57421 -1.68758 -0.2 0.0 0.0
H 1.71027 -4.82433 -1.96835 0.0 0.0 0.0
H -5.08906 -1.18518 3.56648 0.0 0.0 0.0
H 2.91945 -3.00108 -3.00228 -0.1 -0.1 0.0
H -7.35154 -2.42181 3.21369 0.1 0.0 0.0
H 1.56832 4.41060 -5.43723 0.1 -0.1 0.1
C 1.83989 -3.91243 -1.38983 0.0 -0.2 -0.1
C -4.69025 6.22314 5.14080 -0.1 0.3 -0.1
H -8.14663 -0.96338 3.83271 0.0 0.1 0.0



2.
84
Properties=species:S:1:pos:R:3:forces:R:3 method="wB97M-V/def2-TZVPD" charge=+2 homo_energy_ev=-12.9 spin_multiplicity=1 e_lumo_ev=-9.337 homo_lumo_gap_ev=3.607 e_tot_ha=-3433.10226
H 3.85734 2.24723 1.33331 0.3 1.6 0.0
C 0.34764 -0.68367 0.76766 0.0 -0.3 0.5
C 4.08220 3.36921 1.21781 -0.1 -0.5 -0.3
H -0.71802 3.53244 -2.11144 -0.2 -0.3 1.1
H -6.60682 -0.63930 0.79827 0.0 -0.7 -1.4
F -1.21099 3.22437 3.25229 -0.6 -2.7 1.3
H 2.38878 4.69611 -0.45453 1.1 -0.4 -1.3
C 4.11371 -3.22635 1.33449 0.3 0.6 1.8
H 2.54038 -2.77100 2.85724 0.3 -1.3 -0.6
H -5.27780 1.22483 0.33310 1.4 -0.9 -0.7
C -0.55773 -2.38396 -1.46588 0.3 -3.0 1.8
O 3.65085 -0.47129 -3.04856 -1.4 -2.5 -0.3
H 5.21345 4.44656 -0.38923 -1.1 -1.0 0.0
O -0.21944 -3.34155 -0.76397 -0.6 3.7 -2.6
C -1.87834 1.11997 -0.95838 -1.2 0.3 -0.9
H 1.53689 3.31694 -2.49106 0.8 -0.7 0.8
H 1.16432 -1.57756 -2.61441 -0.7 0.9 2.1
H 2.15926 -2.48313 -0.29998 0.7 1.0 -0.5
C -4.41061 0.66040 -0.17932 -0.8 1.1 0.1
C 2.90401 -3.68283 2.28499 0.8 -0.3 -1.0
H 3.17759 3.94387 1.61276 1.2 -0.6 -0.6
H 0.66427 -1.75335 1.06433 -0.4 1.6 -0.7
H -4.12740 -0.18372 -2.22689 -1.3 0.4 0.8
H 2.10561 -4.15203 1.60876 0.8 0.8 1.2
N 3.46390 -3.37522 -2.95684 -0.7 1.7 -1.3
H 3.67550 -1.07246 1.60908 0.1 -1.0 -1.5
C -6.15712 -2.91971 1.50865 0.3 -1.0 0.4
H 3.11873 2.25932 -2.30664 -1.4 1.0 0.3
H -6.40819 -3.95192 1.93389 0.2 1.5 -0.6
C 2.32730 2.91365 -1.77644 1.5 0.8 0.5
H -3.64925 2.48728 -1.21341 0.6 -0.8 1.5
C -3.26334 1.76510 -0.41124 -0.5 -1.0 0.2
H 0.47289 1.47067 -2.16499 0.2 -0.7 1.2
H 1.95179 0.08326 2.19165 -1.3 0.1 -0.3
H 4.97287 3.64676 1.86711 -1.1 -0.5 -0.8
F -2.31293 1.16374 3.33679 1.8 2.4 1.0
S -0.89452 3.49060 -0.71293 0.8 -0.3 -0.4
Sr 1.55759 -2.49096 -4.51918 -5.1 1.7 -4.4
C 3.11898 4.16878 -1.17213 -0.2 -1.0 0.1
H 4.26338 -3.57140 -3.59896 -0.6 -0.2 0.5
Cl -2.28560 -2.44028 -2.12359 1.8 0.4 0.2
F -1.83206 2.28361 5.24892 1.2 -0.4 -3.1
O 0.01834 0.01125 3.12700 1.1 1.4 -0.4
H 1.63779 2.64837 0.20485 -0.1 -0.1 -0.7
H -0.78931 -0.67641 0.80121 1.4 0.1 -0.2
P 3.97702 -1.89753 -2.06719 2.5 0.7 1.6
H -6.13792 -1.87150 -2.12199 0.7 0.8 1.2
H -5.70674 0.74274 -2.10076 0.8 -0.8 1.0
H 3.32561 -4.50495 2.97159 -0.9 1.4 -0.9
H 3.18887 -0.82571 -3.83986 0.8 1.4 0.2
C -5.68782 -1.37675 -1.19059 -0.5 0.0 -0.1
H -7.82571 -0.89912 -0.53773 1.5 -0.9 0.5
H 5.05755 -3.22078 1.99588 -1.4 -0.1 -1.3
H -5.08364 -2.99405 1.10073 -1.5 0.2 0.4
H -0.31022 -0.48564 -2.57439 1.0 -0.9 1.1
H -1.91067 -0.01431 -0.86139 0.2 1.4 0.3
H -6.15938 -2.16775 2.36990 -0.2 -0.8 -1.2
O -7.13857 -2.63253 0.48303 1.5 1.3 0.2
C 0.59810 1.29976 -1.02610 1.3 0.7 -0.1
C 0.04049 1.15682 4.00871 -0.3 0.2 1.2
Cl 4.37104 -4.54501 0.08552 -0.1 1.0 0.3
H 3.41344 4.83297 -2.06010 -0.4 -0.8 1.5
C 4.39189 3.66048 -0.33324 -0.1 0.4 0.2
H 2.68577 -3.06703 -3.55736 5.0 -3.2 4.0
H 0.10821 0.78924 5.09742 -0.1 0.5 -1.7
C 2.92209 -1.65908 -0.49139 -0.2 0.0 1.3
O 2.39110 -0.31485 -0.53547 -1.0 -1.9 -0.8
C -6.84914 -1.31681 -0.09384 -0.4 0.4 0.4
C 0.35110 -1.14660 -1.89544 -1.4 -0.3 -0.8
H 4.78751 2.70010 -0.81398 -0.4 1.3 0.6
N 1.80189 2.09934 -0.64639 -1.8 0.0 -1.0
H 0.92930 1.84798 3.81572 -1.3 -0.9 0.2
H -1.87056 1.34831 -2.09317 0.0 -0.5 1.2
H -4.08864 -0.13707 0.58935 -0.3 1.0 -1.4
C 0.94764 -0.26889 -0.68094 -0.5 0.7 1.5
H -3.12416 2.28505 0.60740 0.1 -0.6 -1.8
N -0.65815 1.77011 -0.38443 -0.4 0.2 -1.2
C -1.34002 2.00450 3.94525 -0.8 -0.7 0.5
C 3.98258 -1.75450 0.73620 0.5 -0.3 -0.2
H 0.73537 1.38474 1.73072 0.2 -1.7 -0.2
C -5.01384 0.04363 -1.52676 0.9 -1.2 0.3
C 0.85477 0.26788 1.95015 -0.3 0.7 -0.2
H 5.02877 -1.37964 0.42781 -1.6 -0.6 0.2
H -4.87081 -2.07986 -0.81703 -1.0 0.9 -0.4